Entry from the OMol25 dataset: a 3-piece molecular cluster, C3H9N4 overall (ωB97M-V with the def2-TZVPD basis set).

Atoms and positions in Å:
C -0.8196 -0.4825 0.0315
C 0.1921 0.2393 -0.7644
C -0.5795 -1.8589 0.5356
N 2.9302 -0.6654 -1.7221
N 2.3667 -0.5796 -0.7366
N 0.0872 0.5406 0.4936
N -0.8342 2.1833 1.0530
H -1.7945 -0.1104 -0.0563
H 0.0995 0.7159 -1.7906
H 0.0087 -2.4153 -0.2710
H -1.4513 -2.4117 1.0018
H 0.1619 -1.8743 1.3844
H 2.4707 -0.4535 -2.6767
H -0.1482 2.7145 1.6399
H -1.5805 1.6736 1.5688
H -1.1091 2.7845 0.3092

Properties
HOMO energy (alpha / beta) = -12.45 / -13.22 eV
energy relative to the best compared isomer or geometry (same formula, charge and spin) = 743.6 kJ/mol
multiplicity = 1
total charge = +1
electronic energy = -9203.915 eV
orbital gap (alpha / beta) = 0.2391 / 0.3076 Ha

***

Entry from the OMol25 dataset: C3H9N4 as an isolated structure (ωB97M-V with the def2-TZVPD basis set).

Atoms and positions in Å:
C 0.4972 0.7015 1.5335
C -0.2694 -0.9561 -0.2196
C -0.2034 0.4768 -0.7113
N 0.4581 -0.5842 1.4958
N 0.2939 1.3529 0.4066
N -1.5295 -1.4004 -0.0794
N 0.7582 0.5681 -1.7846
H 0.7857 1.2716 2.3336
H 0.3490 -1.7535 -0.7387
H -1.0536 0.9429 -1.0247
H 0.7484 -1.3294 2.0892
H 0.6375 2.2908 0.3821
H -1.5209 -2.4057 -0.1056
H -2.2498 -0.8595 0.4052
H 1.6884 0.4393 -1.4682
H 0.6101 1.2448 -2.5140

Properties
HOMO energy = -13.50 eV
energy relative to the best compared isomer or geometry (same formula, charge and spin) = 163.7 kJ/mol
multiplicity = 1
total charge = +1
electronic energy = -9209.925 eV
orbital gap = 0.3926 Ha

***

Entry from the OMol25 dataset: a 2-piece molecular cluster, C3H9NO overall (ωB97M-V with the def2-TZVPD basis set).

Atoms and positions in Å:
C -0.5309 2.2086 -0.3962
C 0.1280 1.5150 -1.5994
C -0.4372 0.8607 -2.5979
N 1.5406 1.7469 -1.3747
H 0.0594 1.9184 0.4867
H -1.4991 1.7546 -0.1402
H -0.5287 3.3030 -0.4111
H 0.2033 0.6354 -3.4501
H -1.4014 0.3751 -2.6196
H 1.6148 2.7147 -1.0730
H 2.0943 1.4739 -2.1783
H -0.8077 -4.3463 4.9066
H 0.1837 -5.3716 5.0441
O -0.6796 -5.2720 4.6151

Properties
HOMO energy (alpha / beta) = 1.46 / -5.03 eV
energy relative to the best compared isomer or geometry (same formula, charge and spin) = 88.6 kJ/mol
multiplicity = 2
total charge = -1
electronic energy = -6792.028 eV
orbital gap (alpha / beta) = 0.0592 / 0.3114 Ha

***

Entry from the OMol25 dataset: one molecule with the formula C3H9NO (ωB97M-V with the def2-TZVPD basis set).

Atoms and positions in Å:
N 1.3544 -0.4926 -1.2311
C 1.1630 0.5209 -0.2141
C -0.3263 0.6932 0.4211
C -1.1383 -0.5383 0.1134
O -2.5168 -0.2064 0.5608
H 1.7899 -0.1583 -2.0970
H 2.0831 -1.0843 -0.8244
H 1.5015 1.6564 -0.3321
H 1.8117 0.3827 0.6823
H -0.1712 0.6730 1.5072
H -0.9533 1.6272 0.1448
H -1.2498 -0.9380 -0.9225
H -0.7722 -1.2506 0.8321
H -2.5756 -0.8849 1.3595

Properties
HOMO energy = -9.37 eV
energy relative to the best compared isomer or geometry (same formula, charge and spin) = 226.5 kJ/mol
multiplicity = 1
electronic energy = -6792.708 eV
orbital gap = 0.3784 Ha

***

Entry from the OMol25 dataset: a 2-piece molecular cluster, C3H9NO overall (ωB97M-V with the def2-TZVPD basis set).

Atoms and positions in Å:
C 2.2159 5.0517 2.5374
O 2.6765 4.3572 1.6770
H 1.3905 5.7454 2.3269
H 2.5803 5.0933 3.5817
C -1.1523 -1.7133 -2.1054
N -1.3406 -2.6646 -1.0341
C -0.6673 -2.1914 0.1545
H -1.4945 -0.6995 -1.8362
H -0.1054 -1.5194 -2.3327
H -1.7390 -1.8913 -3.0044
H -1.0676 -3.5845 -1.3238
H 0.3317 -1.7864 -0.1211
H -0.5054 -2.9218 0.9402
H -1.1229 -1.2753 0.5399

Properties
HOMO energy = -8.66 eV
energy relative to the best compared isomer or geometry (same formula, charge and spin) = 209.8 kJ/mol
multiplicity = 1
electronic energy = -6792.882 eV
orbital gap = 0.3510 Ha

***

Entry from the OMol25 dataset: one molecule with the formula C3H9NO (ωB97M-V with the def2-TZVPD basis set).

Atoms and positions in Å:
C -0.2299 -0.8302 -1.1677
C 0.4320 0.0962 -0.1554
N 1.5823 -0.5464 0.4699
C -0.5480 0.6402 0.8713
O -1.6870 1.2175 0.2428
H -0.6253 -1.7148 -0.6383
H 0.4642 -1.1539 -1.9521
H -1.1226 -0.3681 -1.6662
H 0.7782 0.9537 -0.7560
H 1.2937 -1.3827 1.0069
H 2.0079 0.0807 1.1417
H -0.0705 1.3265 1.5760
H -0.9138 -0.2047 1.4371
H -1.3613 1.8861 -0.4101

Properties
HOMO energy = -9.39 eV
energy relative to the best compared isomer or geometry (same formula, charge and spin) = 79.5 kJ/mol
multiplicity = 1
electronic energy = -6794.232 eV
orbital gap = 0.3805 Ha

***

Entry from the OMol25 dataset: a 3-piece molecular cluster, C3H9NO overall (ωB97M-V with the def2-TZVPD basis set).

Atoms and positions in Å:
C -1.0663 -0.0853 -0.4123
C 0.2021 0.3831 -0.5928
C 1.3124 -0.5652 -0.8888
O 2.9551 -0.9239 1.0038
N -2.8833 1.2399 0.9469
H -1.8031 0.4929 0.2375
H -1.4988 -1.0557 -0.7054
H 0.5561 1.3255 -0.1686
H 2.0814 -0.9818 -0.0179
H 2.1088 -0.0859 -1.4886
H 0.9177 -1.3465 -1.5618
H 3.8951 -1.0792 1.1881
H -3.3219 2.1351 1.0577
H -3.4554 0.5471 1.4022

Properties
HOMO energy = -8.15 eV
energy relative to the best compared isomer or geometry (same formula, charge and spin) = 985.8 kJ/mol
multiplicity = 1
electronic energy = -6784.839 eV
orbital gap = 0.1460 Ha

***

Entry from the OMol25 dataset: a 2-piece molecular cluster, C3H9NO overall (ωB97M-V with the def2-TZVPD basis set).

Atoms and positions in Å:
C -1.8252 0.0187 1.1537
C -1.9613 -0.5274 -0.0274
O -1.1498 -1.5611 -0.4815
H -2.5505 0.8218 1.3552
H -1.1813 -0.4959 1.8158
H -2.5108 0.0492 -0.7895
H -0.2105 -1.4269 -0.4180
C 2.1666 1.5208 -0.6443
N 2.0238 0.3118 0.2349
H 1.9674 1.2589 -1.7122
H 1.5267 2.4169 -0.4037
H 3.1894 1.9451 -0.6170
H 2.9020 0.0167 0.4245
H 1.6188 -0.3531 -0.3396

Properties
HOMO energy = -9.57 eV
energy relative to the best compared isomer or geometry (same formula, charge and spin) = 249.5 kJ/mol
multiplicity = 1
electronic energy = -6792.469 eV
orbital gap = 0.3816 Ha

***

Entry from the OMol25 dataset: one molecule with the formula C3H9NO (ωB97M-V with the def2-TZVPD basis set).

Atoms and positions in Å:
C -0.2744 -1.1952 -0.9859
C 0.5212 0.0655 -0.4926
O 0.0937 1.2646 -1.1753
C 0.4398 0.3017 0.9773
N -0.8319 0.5138 1.5923
H -0.3147 -1.4285 -2.1312
H -0.0689 -2.1206 -0.4316
H -1.3324 -1.0341 -0.6713
H 1.5686 -0.1116 -0.7761
H 0.2190 0.9954 -2.1233
H 0.9005 -0.5795 1.5842
H 1.2100 1.1200 1.1770
H -0.7048 1.0098 2.5168
H -1.4257 1.1986 0.9398

Properties
HOMO energy = -9.13 eV
energy relative to the best compared isomer or geometry (same formula, charge and spin) = 142.6 kJ/mol
multiplicity = 1
electronic energy = -6793.578 eV
orbital gap = 0.3686 Ha

***

Entry from the OMol25 dataset: a 2-piece molecular cluster, C3H9NO overall (ωB97M-V with the def2-TZVPD basis set).

Atoms and positions in Å:
C -2.3147 1.0714 2.5588
N -2.1789 0.9110 1.2793
H -3.1233 0.5040 2.9429
H -2.0228 2.0568 3.0377
H -1.5794 1.5365 0.8260
C 2.1181 -0.6985 -0.8636
C 0.6984 -1.0330 -1.3165
O 0.2705 0.0190 -2.2458
H 2.1909 0.2665 -0.1832
H 2.6100 -1.4756 -0.3331
H 2.6808 -0.5966 -1.7914
H 0.0306 -1.1789 -0.4657
H 0.7297 -1.9665 -1.9267
H -0.1100 0.5839 -1.5186

Properties
HOMO energy = -10.33 eV
energy relative to the best compared isomer or geometry (same formula, charge and spin) = 250.9 kJ/mol
multiplicity = 1
electronic energy = -6792.455 eV
orbital gap = 0.4102 Ha

***

Entry from the OMol25 dataset: a 2-piece molecular cluster, C3H9NO2 overall (ωB97M-V with the def2-TZVPD basis set).

Atoms and positions in Å:
C -1.2210 0.4523 -2.1182
O -2.2146 -0.2207 -1.4164
H -1.9507 -0.3985 -0.5092
H -1.5467 0.5352 -3.1682
H -1.0407 1.4897 -1.7950
H -0.2930 -0.1371 -2.1093
C 1.2321 -1.0006 0.6035
C 0.5068 0.2169 1.0293
O -0.3412 0.8191 0.3420
N 0.8408 0.6920 2.3134
H 0.5375 -1.6492 0.0407
H 1.6998 -1.6124 1.3688
H 0.7073 1.5925 2.7341
H 1.2008 0.0432 2.9995
H 1.8830 -0.8223 -0.3152

Properties
HOMO energy (alpha / beta) = 1.44 / -4.21 eV
energy relative to the best compared isomer or geometry (same formula, charge and spin) = 138.6 kJ/mol
multiplicity = 2
total charge = -1
electronic energy = -8839.981 eV
orbital gap (alpha / beta) = 0.1068 / 0.3098 Ha

***

Entry from the OMol25 dataset: a 2-piece molecular cluster, C3H9NO2 overall (ωB97M-V with the def2-TZVPD basis set).

Atoms and positions in Å:
C 0.9168 0.2253 0.3767
N -0.4133 0.6812 0.0768
C -0.7729 2.0449 0.3476
C -1.3075 -0.1464 -0.4952
O -1.1535 -1.3348 -0.6808
H 1.6492 1.0440 0.3984
H 0.9965 -0.3508 1.3033
H 1.3651 -0.3733 -0.4197
H -0.7831 2.6475 -0.5624
H -1.7570 2.1613 0.7818
H -0.0539 2.5417 1.0077
H -2.2315 0.3891 -0.7598
O 1.4406 -2.9005 -0.3402
H 1.4810 -3.8542 -0.1856
H 0.6234 -2.7749 -0.8487

Properties
HOMO energy = -9.41 eV
energy relative to the best compared isomer or geometry (same formula, charge and spin) = 98.5 kJ/mol
multiplicity = 1
electronic energy = -8841.934 eV
orbital gap = 0.3764 Ha

***

Entry from the OMol25 dataset: a 2-piece molecular cluster, C3H9NO2 overall (ωB97M-V with the def2-TZVPD basis set).

Atoms and positions in Å:
C -2.1812 -0.9369 -0.1991
C -1.1387 -0.4854 0.4714
C -0.8520 -0.6360 1.9231
O 0.0251 0.3812 -0.3946
H -2.3023 -0.7558 -1.2554
H -3.0627 -1.2976 0.3137
H -1.6730 -1.1466 2.4320
H -0.6936 0.3411 2.3843
H 0.0520 -1.2295 2.0757
H 0.5088 -0.3737 0.0328
N 1.9142 1.5485 -1.7249
O 3.0563 0.7770 -1.4111
H 0.9717 1.0112 -1.2515
H 2.0139 2.3780 -1.1375
H 3.3615 0.4244 -2.2589

Properties
HOMO energy = -8.46 eV
energy relative to the best compared isomer or geometry (same formula, charge and spin) = 538.9 kJ/mol
multiplicity = 1
electronic energy = -8837.370 eV
orbital gap = 0.3346 Ha

***

Entry from the OMol25 dataset: one molecule with the formula C3H9NO2 (ωB97M-V with the def2-TZVPD basis set).

Atoms and positions in Å:
C 1.5594 -0.4735 0.2675
C 0.1809 0.1657 0.1441
N -0.3512 0.4148 1.4598
O 0.3438 1.3606 -0.6169
C -0.8050 -0.7793 -0.5883
O -1.9010 -0.0760 -1.1279
H 1.9852 -0.6231 -0.7198
H 1.4717 -1.4235 0.7836
H 2.2131 0.1849 0.8322
H -1.3100 0.7414 1.4058
H 0.2048 1.1033 1.9533
H -0.5127 1.8062 -0.6597
H -0.2761 -1.3322 -1.3723
H -1.2131 -1.4840 0.1367
H -1.5900 0.4147 -1.8980

Properties
HOMO energy = -9.70 eV
energy relative to the best compared isomer or geometry (same formula, charge and spin) = 86.9 kJ/mol
multiplicity = 1
electronic energy = -8842.055 eV
orbital gap = 0.3848 Ha

***

Entry from the OMol25 dataset: a 2-piece molecular cluster, C3H9NO2 overall (ωB97M-V with the def2-TZVPD basis set).

Atoms and positions in Å:
C -0.0465 0.5090 0.5671
C -0.5097 1.8758 1.0407
N 0.0248 2.2903 2.2452
O -1.2016 2.5809 0.3500
H 0.8584 0.2038 1.0869
H 0.2423 0.5600 -0.4773
H -0.7922 -0.2429 0.7971
H -0.0592 3.2077 2.6772
H 0.6583 1.6493 2.6798
C 0.9010 -2.5143 -1.7716
O 0.5206 -3.8716 -2.1004
H 1.8792 -2.4798 -1.3213
H 0.1225 -2.0580 -1.1606
H 0.7716 -2.0007 -2.7275
H -0.3648 -3.8567 -2.4948

Properties
HOMO energy = -9.91 eV
energy relative to the best compared isomer or geometry (same formula, charge and spin) = 118.6 kJ/mol
multiplicity = 1
electronic energy = -8841.726 eV
orbital gap = 0.3898 Ha

***

Entry from the OMol25 dataset: a 2-piece molecular cluster, C3H9NO2 overall (ωB97M-V with the def2-TZVPD basis set).

Atoms and positions in Å:
N 0.0471 -2.9452 0.0680
C -1.0860 -2.4637 0.6257
O -1.3465 -1.2989 0.8017
H 0.8016 -2.3641 -0.1449
H 0.1473 -3.8864 -0.2655
H -1.7638 -3.2685 0.9648
C 0.1301 3.2287 -0.3167
C 0.3614 1.7688 -0.6949
O 1.6721 1.3371 -0.3208
H 0.9933 3.8744 -0.5001
H -0.2617 3.3692 0.6786
H -0.5864 3.7037 -1.0026
H -0.4072 1.2304 -0.1351
H 0.2439 1.5659 -1.7475
H 1.6288 1.0130 0.5859

Properties
HOMO energy = -10.10 eV
energy relative to the best compared isomer or geometry (same formula, charge and spin) = 116.1 kJ/mol
multiplicity = 1
electronic energy = -8841.752 eV
orbital gap = 0.4018 Ha